Entry 1:
A structure of composition C18H36MgNO21 in a non-equilibrium geometry. Source: the OMol25 dataset; level of theory: ωB97M-V with the def2-TZVPD basis set.

Kohn-Sham gap (Ha): 0.3607
Total charge: +1
Spin multiplicity: 1
ΔE to the lowest compared entry with this formula, charge and spin (kcal per mole): 0.00

Element x y z (Å)
Mg  2.75826  0.74413  0.55320
N  1.47150  -1.18813  1.43107
O  1.16579  -0.56791  0.36642
O  2.62923  -0.89160  1.89785
O  0.72056  -1.95724  1.98032
C  0.50016  4.30887  1.31699
O  0.37298  3.61909  2.54581
C  0.90420  2.42535  2.66486
O  1.50978  1.81615  1.79062
O  0.65456  1.97843  3.86852
C  1.08006  0.64998  4.22179
H  1.10405  3.76887  0.58715
H  0.95664  5.28370  1.47588
H  -0.48128  4.45605  0.86822
H  0.96103  0.61737  5.30009
H  2.10086  0.45333  3.91545
H  0.41195  -0.08950  3.78144
C  6.77377  -1.57385  -2.07568
O  5.89392  -0.75679  -1.29754
C  4.60134  -0.82851  -1.48838
O  3.83294  -0.22548  -0.74828
O  4.22706  -1.54347  -2.50487
C  2.79746  -1.82366  -2.61362
H  7.74824  -1.51152  -1.60451
H  6.85132  -1.21861  -3.10300
H  6.44917  -2.61207  -2.10507
H  2.48973  -2.36604  -1.72378
H  2.68856  -2.45946  -3.48487
H  2.23200  -0.91144  -2.76179
C  -1.22447  -0.63363  -5.63468
O  -1.97601  -0.74247  -4.43096
C  -1.30632  -0.74551  -3.28610
O  -0.12314  -0.53077  -3.14991
O  -2.15834  -0.98944  -2.30445
C  -1.58923  -1.10666  -1.02122
H  -1.25272  -1.59678  -6.14447
H  -0.18852  -0.37032  -5.44136
H  -1.69379  0.11949  -6.26011
H  -1.05237  -0.22640  -0.68642
H  -0.87340  -1.93009  -0.94501
H  -2.36630  -1.34488  -0.30318
C  -5.98397  -3.62902  0.21321
O  -4.99325  -3.24151  1.17323
C  -3.87274  -3.95759  1.14623
O  -3.68345  -4.96093  0.51345
O  -2.98696  -3.35531  1.94041
C  -1.71300  -3.97010  2.06422
H  -6.50636  -4.52231  0.54637
H  -5.52720  -3.77205  -0.76275
H  -6.68915  -2.80364  0.16194
H  -1.79819  -5.05525  2.06261
H  -1.35004  -3.72962  3.06661
H  -1.00477  -3.56647  1.35039
C  -2.41476  -0.22312  2.37882
O  -2.69237  1.01173  3.05775
C  -2.47847  2.12918  2.37282
O  -1.97005  2.21668  1.28112
O  -2.89547  3.21112  3.01834
C  -3.33334  3.10004  4.38370
H  -1.34604  -0.32594  2.17715
H  -2.90269  -0.24073  1.40657
H  -2.81086  -1.01831  2.99525
H  -4.33563  2.68112  4.40926
H  -3.35517  4.11622  4.76868
H  -2.62396  2.53255  4.97912
C  -0.67350  2.44202  -1.50292
O  0.44662  2.60119  -2.38674
C  1.65876  2.39553  -1.98036
O  1.99547  1.93655  -0.89685
O  2.50277  2.76449  -2.92939
C  3.89546  2.64642  -2.66808
H  -0.49807  1.72720  -0.70643
H  -1.48087  2.08221  -2.13485
H  -0.95295  3.39615  -1.06570
H  4.23674  1.63129  -2.86993
H  4.14028  2.93617  -1.64855
H  4.39592  3.31547  -3.36114

Force components x, y, z for each atom (eV/Å):
Mg -1.329 -0.353 -0.152
N 0.224 0.316 0.027
O -0.229 -0.315 0.152
O -0.199 -0.019 -0.018
O 0.379 0.144 -0.180
C 0.090 0.484 -1.224
O 0.276 -0.218 0.201
C -0.422 0.137 0.182
O 0.620 0.109 0.110
O -0.001 0.031 -0.101
C -0.266 -0.157 0.200
H 0.022 -0.162 0.282
H -0.013 -0.063 0.351
H -0.113 -0.114 0.364
H 0.180 -0.046 -0.010
H 0.065 0.076 0.041
H 0.028 0.075 -0.119
C 0.471 -0.443 -0.581
O -0.201 0.192 0.241
C 0.299 0.133 0.095
O 0.292 0.124 0.003
O -0.251 -0.306 -0.150
C 0.062 -0.129 -0.134
H -0.064 0.099 0.120
H -0.130 0.161 0.089
H -0.119 0.064 0.177
H -0.135 0.161 0.038
H 0.150 0.002 -0.030
H -0.035 0.073 0.176
C 0.277 -0.126 -0.405
O -0.150 -0.064 0.280
C 0.153 0.223 -0.210
O 0.108 -0.104 0.071
O -0.386 -0.026 -0.201
C 0.695 -0.593 1.148
H -0.068 0.033 0.022
H -0.034 0.096 0.112
H -0.061 0.032 0.044
H -0.148 0.199 -0.217
H 0.000 0.027 -0.403
H -0.393 0.141 -0.287
C -0.199 0.140 0.003
O 0.057 0.222 -0.052
C 0.009 -0.193 -0.169
O -0.006 0.044 -0.040
O -0.173 0.369 0.122
C 0.296 -0.443 1.048
H 0.108 -0.120 -0.092
H -0.008 -0.171 0.016
H 0.047 0.021 0.085
H 0.021 0.038 -0.536
H -0.069 0.286 -0.136
H -0.084 -0.200 -0.290
C 0.149 0.159 -0.523
O -0.052 -0.167 0.004
C -0.151 0.355 0.121
O 0.093 -0.345 -0.098
O 0.271 0.053 0.082
C -0.041 0.295 -0.003
H -0.018 -0.073 0.263
H -0.219 0.104 0.114
H 0.110 -0.018 0.127
H 0.056 -0.173 0.138
H -0.056 0.029 -0.143
H -0.092 -0.198 -0.052
C -0.468 -0.350 0.158
O 0.058 0.266 -0.085
C 0.204 -0.006 -0.456
O 0.194 0.085 0.241
O -0.334 0.009 0.133
C 0.469 -0.058 -0.069
H 0.293 0.022 -0.017
H -0.009 0.046 0.033
H 0.138 0.075 -0.131
H -0.087 -0.029 0.093
H -0.046 -0.020 0.018
H -0.103 0.052 -0.016

These are the Mulliken partial charges, in e, on atoms 1 to 4:
1 Mg 0.98
2 N 1.07
3 O -0.38
4 O -0.71

Entry 2:
An isolated molecule of C2H3ClFP in a non-equilibrium geometry. Source: the OMol25 dataset; level of theory: ωB97M-V with the def2-TZVPD basis set.

Kohn-Sham gap (alpha / beta) (Ha): 0.2098 / 0.2577
Total charge: 0
⟨S²⟩: 2.006
Spin multiplicity: 3
ΔE to the lowest compared entry with this formula, charge and spin (kcal per mole): 23.08

Element x y z (Å)
C  0.17324  0.04316  0.65516
C  -0.96834  0.48097  -0.56199
F  0.88795  2.42146  -0.55782
P  -0.22809  1.82936  0.45994
Cl  -2.64702  0.25211  0.04660
H  -0.18536  -0.44442  1.54230
H  0.94801  -0.45059  0.12767
H  -0.59280  0.21664  -1.61335

Force components x, y, z for each atom (eV/Å):
C -2.397 1.945 -0.518
C 0.477 -0.079 0.363
F -0.039 0.250 -1.416
P 1.488 -0.864 1.766
Cl 1.120 -0.547 -1.338
H -0.504 -0.583 -0.048
H 1.278 -0.055 -0.091
H -1.423 -0.066 1.283

These are the natural (NBO) partial charges, in e, on atoms 1 to 4:
1 C -0.64
2 C -0.51
3 F -0.61
4 P 1.03

no.,molecular weight (g/mol)
1,626.78
2,112.47